(1)
Entry from the OMol25 dataset: a structure of composition C26H19F3IrN4OS4 (the ωB97M-V functional and the def2-TZVPD basis).

Structure (XYZ):
```
58
Properties=species:S:1:pos:R:3
Ir -0.844 0.015 0.070
C -3.205 -2.668 0.376
C -1.882 -3.037 0.953
C -1.553 -4.377 1.173
C -0.324 -4.686 1.719
C 0.521 -3.652 2.098
C 0.116 -2.340 1.888
N -1.044 -2.057 1.265
C 0.867 -1.161 2.348
C 1.973 -1.201 3.194
C 2.540 -0.005 3.606
C 1.985 1.198 3.197
C 0.882 1.170 2.346
N 0.367 0.007 1.944
C 0.143 2.358 1.887
C 0.566 3.667 2.084
C -0.278 4.706 1.716
C -1.525 4.406 1.204
C -1.871 3.070 0.994
C -3.214 2.702 0.468
N -1.031 2.085 1.286
H -4.008 -3.095 0.974
H -3.297 -3.065 -0.633
H -3.311 -1.583 0.355
H -2.252 -5.152 0.902
H -0.031 -5.712 1.871
H 1.475 -3.876 2.543
H 2.368 -2.143 3.531
H 3.401 -0.009 4.256
H 2.387 2.136 3.536
H 1.532 3.884 2.509
H 0.028 5.731 1.858
H -2.224 5.187 0.954
H -3.988 3.050 1.151
H -3.286 1.618 0.371
H -3.384 3.172 -0.499
O -4.793 -0.183 -5.658
C -3.999 -0.145 -4.778
S -3.275 -1.595 -4.036
C -2.251 -0.759 -2.894
C -2.319 0.627 -2.890
S -1.378 1.619 -1.888
S -3.406 1.366 -4.041
S -1.208 -1.658 -1.907
F 5.140 -1.209 -3.741
C 4.614 0.004 -3.563
F 5.606 0.825 -3.191
F 4.183 0.431 -4.756
C 3.494 0.005 -2.550
C 2.991 -1.179 -2.028
C 1.951 -1.095 -1.117
N 1.413 0.059 -0.735
C 1.920 1.190 -1.219
C 2.961 1.218 -2.130
H 3.400 -2.134 -2.317
H 1.526 -1.992 -0.692
H 1.472 2.108 -0.867
H 3.354 2.154 -2.495
```

charge	+1
HOMO energy (spin up / spin down)	-0.34356 / -0.34363	Ha
electronic energy	-89605.002	eV
orbital gap (spin up / spin down)	4.98 / 4.99	eV
spin multiplicity	1

=====

(2)
Entry from the OMol25 dataset: a structure of composition C26H19IKN (the ωB97M-V functional and the def2-TZVPD basis).

Structure (XYZ):
```
48
Properties=species:S:1:pos:R:3
K 0.905 -0.381 -1.744
I 7.127 2.344 -2.960
C 5.797 0.875 -2.258
C 6.149 0.043 -1.202
C 5.231 -0.900 -0.780
C 4.010 -0.994 -1.434
N 3.679 -0.191 -2.451
C 4.552 0.733 -2.838
H 7.108 0.149 -0.712
H 5.433 -1.538 0.069
H 3.254 -1.677 -1.068
H 4.243 1.388 -3.646
C 1.849 -1.260 0.594
C 0.893 -0.740 1.187
C -0.196 -0.052 1.820
C 0.044 1.284 2.269
C -0.962 2.224 2.632
C -0.664 3.518 3.021
C 0.646 3.986 3.083
C 1.654 3.097 2.699
C 1.372 1.809 2.300
C -1.445 -0.762 1.956
C -1.719 -1.890 1.133
C -2.894 -2.603 1.217
C -3.878 -2.272 2.151
C -3.618 -1.209 3.006
C -2.445 -0.477 2.920
H -2.006 1.958 2.553
H -1.489 4.182 3.267
H 0.872 5.000 3.394
H 2.693 3.418 2.709
H 2.174 1.148 1.994
H -0.969 -2.179 0.409
H -3.054 -3.424 0.525
H -4.807 -2.828 2.209
H -4.342 -0.941 3.772
H -2.281 0.304 3.649
C -4.133 -1.281 -3.070
C -3.618 -0.075 -2.616
C -2.272 0.230 -2.814
C -1.347 -0.622 -3.452
C -1.933 -1.826 -3.892
C -3.275 -2.161 -3.718
H -5.173 -1.539 -2.898
H -4.262 0.623 -2.087
H -1.939 1.196 -2.427
H -1.312 -2.568 -4.400
H -3.650 -3.119 -4.073
```

charge	-2
energy relative to the best compared isomer or geometry (same formula, charge and spin)	9.81	kcal per mole
HOMO energy	0.02637	Ha
electronic energy	-53181.829	eV
orbital gap	2.45	eV
spin multiplicity	1

=====

(3)
Entry from the OMol25 dataset: a structure of composition C26H19N4O3SeSn (the ωB97M-V functional and the def2-TZVPD basis).

Structure (XYZ):
```
54
Properties=species:S:1:pos:R:3
Sn -0.455 -0.138 -0.688
C -1.647 -6.541 2.637
O -0.248 -6.279 2.755
C 0.184 -5.060 2.417
C 1.581 -4.868 2.574
C 2.183 -3.658 2.239
C 1.453 -2.598 1.747
C 2.138 -1.376 1.258
C 3.494 -0.995 1.780
O 1.634 -0.642 0.416
C -0.005 -2.752 1.645
O -0.745 -1.800 1.336
C -0.591 -4.032 1.956
H -1.785 -7.562 2.976
H -1.967 -6.448 1.598
H -2.219 -5.862 3.271
H 2.169 -5.694 2.951
H 3.255 -3.586 2.346
H 3.985 -1.739 2.395
H 3.353 -0.094 2.382
H 4.129 -0.724 0.937
H -1.663 -4.104 1.845
N 3.276 9.576 -1.797
C 2.889 8.502 -1.674
C 2.401 7.155 -1.518
C 1.397 6.682 -2.357
C 0.935 5.385 -2.207
C 1.463 4.564 -1.215
C 2.464 5.045 -0.377
C 2.940 6.336 -0.530
C 0.958 3.173 -1.059
C 0.236 2.886 0.114
C -0.082 3.781 1.152
C -0.790 3.075 2.115
C -0.896 1.772 1.637
N -0.288 1.639 0.445
C 1.255 2.273 -2.075
C 2.097 2.476 -3.198
C 2.172 1.281 -3.877
C 1.372 0.375 -3.160
N 0.822 0.948 -2.091
H 0.984 7.328 -3.118
H 0.157 5.008 -2.859
H 2.876 4.403 0.391
H 3.724 6.713 0.112
H 0.179 4.826 1.172
H -1.189 3.448 3.043
H -1.391 0.930 2.101
H 2.593 3.401 -3.446
H 2.726 1.066 -4.776
H 1.176 -0.663 -3.396
Se -5.916 0.075 -0.532
C -4.169 0.502 -0.706
N -3.051 0.785 -0.808
```

charge	+1
HOMO energy (spin up / spin down)	-0.38608 / -0.38609	Ha
electronic energy	-110542.617	eV
orbital gap (spin up / spin down)	4.64 / 4.93	eV
spin multiplicity	1